Molecular formula: C7H14N3O4P
Method: DFT, ωB97M-V/def2-TZVPD

## Properties
- HOMO-LUMO gap (alpha / beta) (eV) = 10.15 / 5.53
- total energy (hartree) = -1081.588039
- ΔE to the lowest compared entry with this formula, charge and spin (kJ/mol) = 113.31
- E_HOMO (alpha / beta) (eV) = -9.8 / -7.6

Element x y z (Å)
1 C -2.6297 1.7577 -0.3479
2 C -2.3204 1.2181 0.8514
3 C 2.3697 1.1844 -0.9398
4 C 3.1292 0.6726 0.2879
5 C 0.8821 1.0338 -0.5878
6 C 2.2075 -0.4059 0.8430
7 C 0.8300 0.2463 0.7327
8 N -3.6996 -0.1322 -0.1626
9 N -1.5372 -2.7449 0.8047
10 N -1.4729 -1.0759 -1.3894
11 O 0.5885 -2.5824 -0.7089
12 O -3.5129 0.9314 -0.9449
13 O -3.0186 0.0723 0.9646
14 O -0.2634 -0.6351 0.8360
15 P -0.5788 -1.8164 -0.2342
16 H -2.3326 2.6429 -0.8715
17 H -1.6813 1.5032 1.6591
18 H 2.6305 2.2173 -1.1771
19 H 2.6134 0.5661 -1.8027
20 H 4.1161 0.2928 0.0337
21 H 3.2461 1.4741 1.0216
22 H 0.3873 2.0015 -0.4866
23 H 0.3469 0.4548 -1.3418
24 H 2.2205 -1.2904 0.2090
25 H 2.4419 -0.7003 1.8649
26 H 0.6929 0.9396 1.5806
27 H -2.4777 -2.4088 0.9460
28 H -1.5286 -3.7121 0.5184
29 H -1.6490 -1.7047 -2.1584

Molecular formula: C7H8S
Method: DFT, ωB97M-V/def2-TZVPD

## Properties
- HOMO-LUMO gap (eV) = 9.92
- SMILES = C#CC(C)(C#C)CS
- total energy (hartree) = -669.526173
- ΔE to the lowest compared entry with this formula, charge and spin (kJ/mol) = 441.69
- E_HOMO (eV) = -9.1

Element x y z (Å)
1 C 0.0600 -0.1947 1.5487
2 C -0.2379 -0.0541 0.0785
3 C 0.7467 -0.8553 -0.8504
4 C -0.0080 1.3603 -0.2603
5 C 0.1615 2.5318 -0.5327
6 C -1.5861 -0.4973 -0.2551
7 C -2.6227 -1.0176 -0.6739
8 H 0.3776 -1.2844 1.9270
9 H 0.9089 0.6767 1.8625
10 H -0.9150 0.1055 2.0559
11 H 0.4880 -1.9793 -0.7240
12 H 0.5626 -0.6452 -1.9222
13 H 2.8148 0.6599 -0.3427
14 H 0.3913 3.5653 -0.8257
15 H -3.6051 -1.6476 -0.7670
16 S 2.4634 -0.7240 -0.3186

Molecular formula: C32H27BrCsGeIN4O3S2
Method: DFT, ωB97M-V/def2-TZVPD

## Properties
- HOMO-LUMO gap (eV) = 5.51
- total energy (hartree) = -7445.691602
- total charge = -2
- ΔE to the lowest compared entry with this formula, charge and spin (kJ/mol) = 0.00
- E_HOMO (eV) = -2.1

Element x y z (Å)
1 Cs 0.5711 -0.9161 -0.6616
2 S 3.1874 1.2034 0.1679
3 C 1.8624 2.3018 -0.0725
4 S 0.9963 2.3482 -1.5561
5 C 1.4412 3.1294 0.9957
6 C 0.2294 3.8704 0.9346
7 N -0.7475 4.4912 0.9115
8 C 2.1466 3.2131 2.2252
9 N 2.6905 3.2794 3.2453
10 Br -6.2169 -0.8761 0.8725
11 C -4.6362 0.0510 0.3726
12 C -4.5173 1.4154 0.6050
13 C -3.3385 2.0375 0.2175
14 C -2.3421 1.2861 -0.3805
15 N -2.4762 -0.0372 -0.5960
16 C -3.5928 -0.6428 -0.2249
17 H -5.3172 1.9649 1.0828
18 H -3.1690 3.0910 0.3969
19 H -1.4039 1.7467 -0.6879
20 H -3.6646 -1.7102 -0.4004
21 N 1.7612 0.3212 2.9660
22 C 0.5439 -0.1821 3.1353
23 O -0.2124 -0.5080 2.2200
24 C 0.0350 -0.3099 4.5636
25 I 1.4577 -1.0618 5.9689
26 H 2.1200 0.5785 2.0359
27 H 2.2792 0.6843 3.7503
28 H -0.8041 -0.9947 4.5683
29 H -0.2679 0.6687 4.9296
30 O 1.8942 -5.0621 0.5206
31 C 1.8495 -4.1868 -0.3773
32 O 0.8783 -3.8754 -1.1014
33 C 3.1642 -3.3960 -0.5443
34 C 3.5595 -2.6719 0.7422
35 Ge 3.5833 -3.7366 2.3829
36 C 4.5183 -2.5528 3.6763
37 C 4.7387 -1.2069 3.3792
38 C 5.2635 -0.3308 4.3232
39 C 5.5866 -0.7910 5.5910
40 C 5.3868 -2.1294 5.9062
41 C 4.8572 -2.9941 4.9575
42 C 4.6817 -5.3652 2.2939
43 C 4.1275 -6.5907 1.9158
44 C 4.9111 -7.7364 1.8671
45 C 6.2627 -7.6785 2.1832
46 C 6.8292 -6.4666 2.5493
47 C 6.0405 -5.3227 2.6069
48 C 1.8989 -4.1208 3.2974
49 C 1.8872 -4.9423 4.4216
50 C 0.7146 -5.1704 5.1311
51 C -0.4684 -4.5690 4.7258
52 C -0.4729 -3.7505 3.6039
53 C 0.7004 -3.5357 2.8953
54 H 3.0993 -2.6937 -1.3701
55 H 3.9427 -4.1240 -0.7924
56 H 2.9387 -1.7846 0.9165
57 H 4.5754 -2.2749 0.6517
58 H 4.4864 -0.8113 2.4018
59 H 5.4018 0.7124 4.0634
60 H 5.9864 -0.1093 6.3327
61 H 5.6360 -2.4980 6.8954
62 H 4.6975 -4.0335 5.2279
63 H 3.0829 -6.6233 1.6318
64 H 4.4647 -8.6788 1.5707
65 H 6.8727 -8.5738 2.1383
66 H 7.8843 -6.4092 2.7918
67 H 6.4926 -4.3827 2.9036
68 H 2.8039 -5.4229 4.7496
69 H 0.7267 -5.8140 6.0036
70 H -1.3838 -4.7383 5.2812
71 H -1.3891 -3.2786 3.2685
72 H 0.6661 -2.9120 2.0121

Molecular formula: C35H35AsN4OPtS
Method: DFT, ωB97M-V/def2-TZVPD

## Properties
- HOMO-LUMO gap (eV) = 6.99
- total energy (hartree) = -4402.213009
- ΔE to the lowest compared entry with this formula, charge and spin (kJ/mol) = 146.42
- E_HOMO (eV) = -6.7

Element x y z (Å)
1 Pt 0.0334 0.8371 -0.2772
2 C -2.8133 2.3586 0.3493
3 N -2.2297 1.0191 0.3312
4 C -2.7884 0.1902 -0.7553
5 C -2.3009 0.3171 1.6020
6 C -3.5204 0.0473 2.1983
7 C -3.5977 -0.7246 3.3475
8 C -2.4386 -1.3125 3.8352
9 C -1.2158 -1.0411 3.2553
10 C -1.1040 -0.1349 2.1842
11 N 0.0706 0.3160 1.6459
12 C 1.2857 0.2350 2.2702
13 C 1.4661 0.2075 3.6667
14 C 2.7098 -0.0080 4.2268
15 C 3.8256 -0.1796 3.4172
16 C 3.6822 -0.0231 2.0486
17 C 2.4452 0.2252 1.4754
18 N 2.3364 0.5436 0.0613
19 C 2.9329 1.8644 -0.1950
20 C 2.8593 -0.4808 -0.8428
21 H -3.9022 2.3278 0.4706
22 H -2.5856 2.8535 -0.5940
23 H -2.3786 2.9369 1.1614
24 H -3.8566 -0.0077 -0.6003
25 H -2.2420 -0.7519 -0.7956
26 H -2.6587 0.7050 -1.7072
27 H -4.4295 0.4319 1.7508
28 H -4.5538 -0.9072 3.8196
29 H -2.4883 -2.0002 4.6696
30 H -0.3334 -1.5486 3.6176
31 H 0.6155 0.3788 4.3092
32 H 2.8066 -0.0465 5.3043
33 H 4.7968 -0.3853 3.8469
34 H 4.5569 -0.0916 1.4124
35 H 4.0134 1.8613 -0.0094
36 H 2.4723 2.6020 0.4589
37 H 2.7540 2.1490 -1.2312
38 H 3.9392 -0.6307 -0.7276
39 H 2.6556 -0.1774 -1.8695
40 H 2.3406 -1.4171 -0.6502
41 S 0.0165 4.0719 -1.5179
42 C 0.0296 2.4834 -1.8236
43 N 0.0209 1.3692 -2.2772
44 O -0.1905 -1.8968 -0.2598
45 As -0.1238 -3.5162 -0.0607
46 C -1.3204 -4.1914 1.2985
47 C -2.6530 -3.8010 1.2365
48 C -3.5574 -4.2768 2.1704
49 C -3.1211 -5.1179 3.1847
50 C -1.7871 -5.4903 3.2608
51 C -0.8847 -5.0410 2.3070
52 C 1.6371 -4.1522 0.4405
53 C 2.2830 -3.5363 1.5080
54 C 3.5479 -3.9572 1.8856
55 C 4.1618 -4.9993 1.2024
56 C 3.5148 -5.6209 0.1442
57 C 2.2504 -5.1974 -0.2391
58 C -0.6130 -4.3696 -1.7258
59 C -1.5782 -5.3637 -1.8144
60 C -1.9097 -5.8873 -3.0557
61 C -1.2751 -5.4240 -4.1986
62 C -0.3218 -4.4174 -4.1115
63 C 0.0046 -3.8850 -2.8753
64 H -2.9628 -3.1047 0.4638
65 H -4.5963 -3.9814 2.1138
66 H -3.8227 -5.4789 3.9258
67 H -1.4436 -6.1279 4.0650
68 H 0.1529 -5.3512 2.3443
69 H 1.7954 -2.7153 2.0231
70 H 4.0494 -3.4709 2.7115
71 H 5.1468 -5.3319 1.5029
72 H 3.9978 -6.4308 -0.3865
73 H 1.7298 -5.6843 -1.0560
74 H -2.0659 -5.7247 -0.9161
75 H -2.6678 -6.6560 -3.1318
76 H -1.5282 -5.8433 -5.1637
77 H 0.1634 -4.0456 -5.0041
78 H 0.7195 -3.0744 -2.7826

Molecular formula: C7H12BrNO3
Method: DFT, ωB97M-V/def2-TZVPD

## Properties
- HOMO-LUMO gap (eV) = 8.48
- SMILES = Br[C@H]1CCCN1.COC(O)=C=O
- total energy (hartree) = -3128.294924
- ΔE to the lowest compared entry with this formula, charge and spin (kJ/mol) = 33.07
- E_HOMO (eV) = -8.5

Element x y z (Å)
1 C -0.2884 -0.5708 2.2544
2 C -1.3196 -0.5884 -2.9307
3 C -1.5481 0.2032 -1.6174
4 C 0.0697 -1.2570 -2.6641
5 C -0.1520 0.5096 -1.1696
6 C 0.8846 -0.5820 2.9243
7 C 0.8587 1.7409 3.0136
8 N 0.6846 -0.4079 -1.6900
9 O -1.0487 -0.8088 1.3920
10 O 1.4670 -1.7235 3.3672
11 O 1.3642 0.5245 3.6599
12 Br 0.3540 2.5214 -2.0433
13 H -2.1950 -1.3381 -3.2270
14 H -1.3289 0.1243 -3.7512
15 H -2.1558 1.0811 -1.8476
16 H -2.0452 -0.5497 -0.9010
17 H -0.0301 -2.2641 -2.2202
18 H 0.7551 -1.3472 -3.4994
19 H 0.0182 0.8657 -0.1702
20 H 1.2878 1.6877 1.9125
21 H 1.2875 2.6001 3.4770
22 H -0.2426 1.8262 2.7870
23 H 1.6155 -0.6709 -1.3125
24 H 1.7076 -1.5764 4.2561

Molecular formula: CH4N2
Method: DFT, ωB97M-V/def2-TZVPD

## Properties
- HOMO-LUMO gap (eV) = 11.08
- SMILES = C1NN1
- total energy (hartree) = -149.907600
- ΔE to the lowest compared entry with this formula, charge and spin (kJ/mol) = 355.90
- E_HOMO (eV) = -9.9

Element x y z (Å)
1 C 0.4349 -0.2610 0.0721
2 N -0.3669 0.8789 0.3432
3 N -0.8630 -0.1927 -0.5041
4 H 1.4234 -0.1431 -0.4341
5 H 0.6803 -1.0546 0.6772
6 H -0.6987 0.7170 1.3764
7 H -0.6100 0.0555 -1.5307